77
Properties=species:S:1:pos:R:3 method="wB97M-V/def2-TZVPD" homo_lumo_gap_ev="6.49 / 6.83" total_charge=+3 s_squared=0.77 e_lumo_ev="-11.3 / -10.9" multiplicity=2
Re -0.04 -1.95 0.88
O -3.74 -0.84 -0.39
C -2.79 -1.47 -0.02
N -1.81 -1.05 0.90
C -2.22 -0.40 2.09
O -3.03 0.47 2.17
C -1.52 -1.03 3.27
C -1.85 -0.70 4.56
C -1.27 -1.43 5.60
C -0.38 -2.45 5.29
C -0.09 -2.70 3.96
N -0.64 -2.00 2.97
C -2.48 -2.87 -0.46
C -3.35 -3.60 -1.24
C -3.02 -4.91 -1.56
C -1.84 -5.44 -1.06
C -1.02 -4.65 -0.27
N -1.32 -3.37 0.01
H -2.55 0.10 4.75
H -1.52 -1.21 6.63
H 0.07 -3.05 6.07
H 0.60 -3.49 3.69
H -4.28 -3.14 -1.57
H -3.67 -5.51 -2.19
H -1.55 -6.46 -1.27
H -0.10 -5.05 0.13
C -3.83 3.71 -1.90
C -2.48 3.40 -2.54
C -2.40 1.97 -3.07
C -0.97 1.50 -3.33
N -0.48 0.61 -2.24
C 0.65 -0.07 -2.23
S 0.88 -1.58 -1.34
N 1.70 0.24 -2.95
C 2.15 1.52 -3.52
C 3.04 2.29 -2.53
C 4.44 1.70 -2.32
C 4.49 0.44 -1.45
H -3.84 4.71 -1.48
H -4.08 2.98 -1.12
H -4.64 3.65 -2.64
H -1.68 3.58 -1.81
H -2.30 4.10 -3.36
H -2.96 1.91 -4.01
H -2.92 1.30 -2.38
H -0.32 2.37 -3.40
H -0.90 0.95 -4.27
H -1.21 0.28 -1.62
H 2.47 -0.42 -2.85
H 1.30 2.13 -3.81
H 2.72 1.29 -4.43
H 2.52 2.36 -1.57
H 3.14 3.29 -2.94
H 5.03 2.48 -1.84
H 4.91 1.51 -3.28
H 3.74 0.46 -0.66
H 5.47 0.34 -0.99
H 4.34 -0.47 -2.05
N 1.74 -3.30 1.10
H 2.12 -3.62 0.20
H 1.58 -4.15 1.65
H 2.50 -2.80 1.56
C -0.11 2.06 0.88
N 0.91 1.91 1.91
C 1.32 3.16 2.56
C 1.51 0.77 2.17
C 2.66 0.79 3.13
O 1.20 -0.35 1.64
H 0.23 2.79 0.14
H -1.04 2.42 1.31
H -0.28 1.11 0.39
H 2.31 3.47 2.25
H 1.31 3.06 3.65
H 0.62 3.95 2.29
H 3.42 1.50 2.80
H 3.11 -0.20 3.19
H 2.34 1.10 4.12


13
Properties=species:S:1:pos:R:3 method="wB97M-V/def2-TZVPD" smiles="C1=NON2CCN=C12" homo_lumo_gap_ev=9.01 total_charge=0 e_lumo_ev=0.2
C -1.38 1.05 0.22
N -2.14 -0.03 0.09
O -1.34 -1.04 -0.17
N 0.03 -0.58 -0.35
C 1.12 -1.16 0.34
C 2.10 0.10 -0.02
N 1.20 1.31 -0.07
C 0.03 0.78 -0.18
H -1.88 2.08 0.35
H 1.25 -2.31 0.05
H 0.84 -1.01 1.38
H 2.99 0.27 0.67
H 2.70 -0.22 -0.93


The following DFT total energy values (in eV) correspond, in order, to the records above: -56090.313 -10741.766.